[1]
C5H9NO2 | ωB97M-V with the def2-TZVPD basis set

Maximum force = 6.107 eV/Å
LUMO level = 0.79 eV
Relative energy (zero: lowest compared OMol25 entry of this formula, charge and spin) = 1.771 eV
Electronic energy = -10914.8049 eV
SMILES = CC(=O)C(=O)N(C)C
Gap between HOMO and LUMO = 9.393 eV
Spin multiplicity = 1
HOMO = -8.60 eV

Last column: natural (NBO) charge in e.
Element x y z (Å)
C (2.448, 0.602, -1.181)  -0.74
C (0.972, 0.855, -1.082)  0.53
O (0.415, 1.835, -1.490)  -0.55
C (0.132, -0.584, -0.480)  0.62
O (0.565, -1.642, -0.860)  -0.62
N (-0.656, -0.249, 0.494)  -0.42
C (-1.430, -1.608, 1.123)  -0.42
C (-1.385, 0.966, 0.763)  -0.41
H (2.603, -0.355, -1.677)  0.26
H (2.945, 1.405, -1.725)  0.23
H (2.857, 0.523, -0.174)  0.24
H (-1.541, -1.406, 2.186)  0.20
H (-0.791, -2.463, 0.929)  0.24
H (-2.401, -1.712, 0.641)  0.20
H (-1.402, 1.139, 1.841)  0.20
H (-2.412, 0.871, 0.405)  0.20
H (-0.919, 1.823, 0.287)  0.25

Forces on atoms 1 to 2 (eV/Å):
C -0.077 0.099 0.026
C -0.903 -2.090 -0.179



[2]
C8H11N2O4S | ωB97M-V with the def2-TZVPD basis set

Maximum force = 4.526 eV/Å
Charge = -1
LUMO level = 2.68 eV
Relative energy (zero: lowest compared OMol25 entry of this formula, charge and spin) = 2.527 eV
Electronic energy = -30477.8889 eV
Gap between HOMO and LUMO = 5.201 eV
Spin multiplicity = 1
HOMO = -2.52 eV

Last column: natural (NBO) charge in e.
Element x y z (Å)
C (-1.702, -0.568, 0.304)  0.44
C (1.993, 0.834, -3.327)  0.94
C (2.034, -0.742, 0.150)  -0.43
C (0.878, 1.489, 0.279)  -0.58
C (1.445, -0.865, -1.245)  -0.26
C (1.058, 1.485, -1.115)  0.26
C (0.523, -0.257, 1.985)  -0.34
C (1.242, 0.152, 0.944)  -0.01
N (-2.129, 0.357, 1.059)  -0.79
N (1.285, 0.398, -1.776)  -0.38
O (1.897, 2.012, -3.466)  -0.68
O (2.414, -0.106, -3.933)  -0.65
O (-2.974, -3.969, 1.182)  -1.02
O (-1.622, -1.895, 0.499)  -0.71
S (-2.488, -2.691, 1.788)  0.67
H (2.262, -1.838, 0.621)  0.23
H (2.993, -0.261, -0.046)  0.20
H (1.367, 2.315, 0.715)  0.24
H (-0.102, 1.676, 0.638)  0.31
H (2.256, -1.444, -1.799)  0.23
H (0.679, -1.635, -1.292)  0.25
H (-1.353, -0.165, -0.739)  0.12
H (1.158, 2.375, -1.620)  0.23
H (0.817, -1.176, 2.427)  0.20
H (-0.202, 0.361, 2.476)  0.21
H (-2.224, -0.107, 1.962)  0.33

Forces on atoms 1 to 2 (eV/Å):
C -0.038 -0.145 -2.425
C -0.069 -0.663 -0.969



[3]
C39H44CoN9O4S2 | ωB97M-V with the def2-TZVPD basis set

Maximum force = 3.456 eV/Å
Charge = -1
LUMO level (alpha / beta) = 1.14 / 1.14 eV
Relative energy (zero: lowest compared OMol25 entry of this formula, charge and spin) = 3.207 eV
Electronic energy = -122055.2277 eV
Gap between HOMO and LUMO (alpha / beta) = 3.284 / 3.781 eV
Spin multiplicity = 2
⟨S²⟩ = 0.84
HOMO (alpha / beta) = -2.15 / -2.64 eV

Last column: Löwdin charge in e.
Element x y z (Å)
Co (-0.551, 0.170, -0.096)  0.44
C (-2.263, -0.205, 3.605)  0.00
C (-1.599, 0.324, 2.370)  -0.22
N (-1.734, -0.274, 1.189)  -0.07
N (-2.456, -1.367, 0.979)  0.11
C (-2.211, -1.853, -0.223)  -0.38
O (-1.367, -1.270, -1.027)  -0.09
C (-2.881, -3.078, -0.625)  -0.13
C (-2.876, -3.492, -1.962)  -0.01
C (-3.479, -4.678, -2.327)  -0.08
C (-4.089, -5.477, -1.370)  -0.09
C (-4.122, -5.061, -0.045)  -0.09
C (-3.533, -3.873, 0.325)  -0.03
C (-0.714, 1.414, 2.319)  -0.21
C (-0.399, 2.284, 3.385)  -0.02
C (0.457, 3.329, 3.186)  -0.06
C (1.009, 3.522, 1.910)  -0.05
C (0.697, 2.626, 0.916)  -0.12
N (-0.124, 1.597, 1.084)  0.04
H (-2.788, -1.117, 3.336)  0.07
H (-2.975, 0.510, 4.017)  0.09
H (-1.515, -0.439, 4.364)  0.08
H (-2.378, -2.873, -2.694)  0.12
H (-3.474, -4.995, -3.363)  0.10
H (-4.534, -6.420, -1.653)  0.10
H (-4.603, -5.677, 0.704)  0.10
H (-3.533, -3.544, 1.352)  0.10
H (-0.844, 2.099, 4.350)  0.11
H (0.719, 3.996, 3.994)  0.11
H (1.707, 4.321, 1.720)  0.11
H (1.141, 2.737, -0.064)  0.13
C (-4.790, -1.943, -5.878)  -0.11
O (-5.236, -0.692, -6.341)  -0.11
C (-4.361, 0.365, -6.275)  -0.30
C (-4.882, 1.621, -6.609)  -0.04
C (-4.110, 2.752, -6.534)  -0.05
C (-2.773, 2.678, -6.090)  -0.34
C (-2.240, 1.393, -5.844)  -0.03
C (-3.017, 0.262, -5.923)  -0.04
N (-2.080, 3.824, -5.916)  -0.03
N (-0.916, 3.827, -5.365)  -0.01
C (-0.524, 3.224, -4.254)  -0.30
C (0.851, 2.920, -4.102)  -0.06
C (1.298, 2.034, -3.158)  -0.03
C (0.414, 1.466, -2.215)  -0.38
O (0.766, 0.573, -1.352)  -0.19
C (-0.929, 1.942, -2.200)  -0.14
N (-1.687, 1.481, -1.175)  0.06
C (-2.940, 1.883, -1.086)  -0.11
C (-3.501, 2.787, -1.984)  -0.06
C (-2.742, 3.264, -3.040)  0.00
C (-1.427, 2.828, -3.190)  -0.09
H (-5.660, -2.599, -5.935)  0.08
H (-4.440, -1.894, -4.839)  0.09
H (-3.985, -2.346, -6.508)  0.09
H (-5.913, 1.673, -6.925)  0.10
H (-4.519, 3.721, -6.775)  0.10
H (-1.193, 1.295, -5.599)  0.11
H (-2.559, -0.693, -5.713)  0.10
H (1.529, 3.321, -4.841)  0.09
H (2.334, 1.729, -3.137)  0.10
H (-3.522, 1.497, -0.257)  0.11
H (-4.519, 3.120, -1.849)  0.09
H (-3.151, 3.981, -3.738)  0.11
C (3.038, 0.263, 5.907)  -0.12
C (1.914, -0.723, 6.195)  -0.27
C (2.136, -2.090, 5.541)  -0.19
C (1.900, -2.127, 4.020)  -0.21
N (3.120, -1.999, 3.254)  0.02
C (3.310, -0.969, 2.406)  -0.83
S (2.447, 0.440, 2.458)  0.80
N (4.336, -1.076, 1.502)  -0.02
C (5.661, -1.479, 1.914)  -0.20
C (6.247, -0.553, 2.998)  -0.19
C (6.035, 0.935, 2.700)  -0.27
C (6.712, 1.413, 1.419)  -0.11
H (2.860, 1.205, 6.423)  0.07
H (3.094, 0.467, 4.842)  -0.01
H (3.995, -0.136, 6.243)  0.07
H (0.967, -0.305, 5.847)  0.09
H (1.836, -0.873, 7.278)  0.10
H (1.452, -2.803, 6.005)  0.10
H (3.156, -2.421, 5.753)  0.11
H (1.235, -1.317, 3.712)  0.07
H (1.423, -3.073, 3.753)  0.12
H (3.545, -2.867, 2.957)  0.14
H (4.325, -0.287, 0.869)  0.10
H (6.297, -1.465, 1.027)  0.12
H (5.630, -2.507, 2.289)  0.11
H (7.314, -0.765, 3.108)  0.11
H (5.759, -0.778, 3.949)  0.10
H (6.420, 1.513, 3.544)  0.10
H (4.963, 1.136, 2.641)  0.04
H (7.787, 1.238, 1.462)  0.07
H (6.540, 2.481, 1.296)  0.07
H (6.313, 0.905, 0.544)  0.06
O (2.122, -2.913, 0.612)  -0.57
S (1.287, -1.982, -0.185)  0.86
N (0.562, -1.016, 0.713)  -0.37

Forces on atoms 1 to 2 (eV/Å):
Co -0.872 1.815 -2.360
C 0.062 0.130 -0.319



[4]
C9H15BeN4OSTe | ωB97M-V with the def2-TZVPD basis set

Maximum force = 0.288 eV/Å
Charge = +1
LUMO level = -3.99 eV
Relative energy (zero: lowest compared OMol25 entry of this formula, charge and spin) = 0.124 eV
Electronic energy = -36111.1555 eV
Gap between HOMO and LUMO = 6.686 eV
Spin multiplicity = 1
HOMO = -10.68 eV

Last column: natural (NBO) charge in e.
Element x y z (Å)
Be (0.422, 0.776, 0.392)  1.56
N (3.938, 2.607, 0.729)  -0.75
C (2.710, 2.169, 0.457)  0.32
S (2.440, 0.434, 0.376)  -0.48
N (1.769, 3.082, 0.241)  -0.42
N (0.614, 2.444, -0.016)  -0.44
C (-0.412, 2.965, -0.569)  0.03
C (-1.445, 1.952, -0.860)  0.18
C (-2.641, 2.208, -1.497)  -0.22
C (-3.486, 1.140, -1.773)  -0.11
C (-3.108, -0.142, -1.412)  -0.25
C (-1.894, -0.322, -0.769)  0.09
N (-1.083, 0.697, -0.491)  -0.66
H (4.701, 1.965, 0.840)  0.42
H (4.118, 3.598, 0.711)  0.42
H (-0.482, 4.004, -0.869)  0.23
H (-2.897, 3.218, -1.781)  0.25
H (-4.430, 1.311, -2.272)  0.24
H (-3.733, -0.997, -1.623)  0.25
H (-1.538, -1.299, -0.465)  0.23
O (-0.034, 0.733, 2.055)  -1.01
H (-0.680, 1.315, 2.471)  0.53
H (0.719, 0.611, 2.648)  0.54
C (-0.812, -4.097, 0.641)  -0.87
Te (0.641, -2.630, 1.152)  0.39
C (2.243, -3.572, 0.126)  -0.86
H (-0.816, -4.240, -0.436)  0.23
H (-1.788, -3.748, 0.971)  0.23
H (-0.579, -5.029, 1.147)  0.24
H (2.498, -4.496, 0.635)  0.23
H (3.093, -2.895, 0.142)  0.24
H (1.949, -3.762, -0.902)  0.23

Forces on atoms 1 to 2 (eV/Å):
Be -0.044 0.275 0.074
N -0.013 0.035 -0.027